No. 1
Computed, not measured: a structure of composition C3H8BrNaO3S, with ωB97M-V with the def2-TZVPD basis set.

2S+1	1
energy above the lowest of the compared OMol25 structures with the same formula, charge and spin	15.1	kcal per mole
energy	-3479.3617	Ha
M	227.06	g/mol
lowest unoccupied orbital energy	-0.0619	Ha
net charge	0

```
17
Properties=species:S:1:pos:R:3:forces:R:3
C -0.969 -1.929 -0.257 -0.146 0.022 -0.347
H 0.883 0.261 0.135 -0.168 -0.050 0.045
O -2.826 -0.532 -1.474 -0.909 -0.081 -0.143
H 0.765 1.118 -1.401 -0.120 -0.034 -0.080
H 1.341 2.401 0.966 0.114 0.010 -0.112
H 0.434 3.220 -0.333 0.043 0.011 -0.001
H -0.411 2.475 1.016 0.056 -0.046 0.025
O -0.575 -0.633 -2.498 0.040 -0.030 -0.116
H -0.627 -1.541 0.697 0.028 -0.024 0.012
H -0.182 -2.482 -0.761 0.077 -0.055 0.152
Na 4.049 -1.704 3.716 -0.803 0.025 -0.498
H -1.854 -2.547 -0.133 0.006 0.006 0.030
C 0.446 2.372 0.348 -0.386 -0.245 -0.047
C 0.341 1.043 -0.402 0.553 0.364 0.340
S -1.419 -0.590 -1.342 0.636 -0.023 0.289
Br 1.661 -1.626 2.216 0.868 -0.002 0.548
O -1.056 0.695 -0.491 0.110 0.152 -0.098
```
Forces are in eV/Å.

No. 2
Computed, not measured: a cluster of 10 separate species, BH22O9 in total, with ωB97M-V with the def2-TZVPD basis set.

2S+1	1
energy above the lowest of the compared OMol25 structures with the same formula, charge and spin	69.1	kcal per mole
energy	-715.1319	Ha
M	176.98	g/mol
lowest unoccupied orbital energy	0.0994	Ha
net charge	-1

```
32
Properties=species:S:1:pos:R:3:forces:R:3
O 1.019 -1.601 -3.311 0.424 0.531 -0.322
H 2.425 -1.083 -0.691 1.490 0.920 -1.550
H -1.278 0.686 -3.168 1.179 1.697 3.049
H 1.265 3.970 -0.584 -2.884 6.316 -4.382
H -2.383 -1.214 -2.001 3.335 -0.531 4.614
H 1.737 2.768 -0.729 -0.048 -0.129 2.279
H -0.928 1.174 -1.574 -0.333 -1.151 0.620
H -0.623 2.307 4.472 -0.908 -0.348 -1.078
H -1.185 1.270 3.196 0.850 1.720 1.750
H 0.003 -4.072 1.590 0.422 -0.458 0.367
H 0.508 -1.454 0.034 0.833 -0.706 -0.628
H 0.448 0.650 0.129 -0.510 -1.286 0.079
O -0.819 -3.700 1.294 -1.936 -4.857 2.316
H -0.549 -2.960 0.903 1.474 5.373 -2.661
H -3.550 -1.367 -2.559 1.534 1.201 -2.118
O -2.522 1.541 1.901 1.022 -2.338 0.874
H 2.950 0.136 -1.512 -0.206 1.000 0.165
H -1.152 -0.621 0.085 -2.702 -0.010 -1.179
B -0.087 -0.506 0.415 2.058 1.756 1.802
O -2.621 -0.997 -2.835 -4.825 -0.735 -2.452
H -2.928 2.103 1.291 -0.857 1.419 -1.493
O -0.539 1.506 3.934 0.248 -1.166 -0.412
O 3.100 -0.790 -1.406 -1.362 -1.722 1.559
H 2.729 0.863 2.128 -0.324 -1.090 -0.047
H -2.169 0.786 1.372 -0.117 0.626 0.360
H 0.441 -2.038 -2.706 -0.908 -0.682 0.462
O -0.849 1.363 -2.498 -0.614 -0.460 -3.550
H 1.980 -0.372 1.684 -3.730 -0.941 -2.101
H 1.486 -1.028 -2.685 0.391 -0.011 -0.303
O 1.525 3.415 0.021 2.873 -6.173 2.114
H -0.139 -0.618 1.657 0.149 0.188 -0.372
O 2.703 -0.118 2.153 3.983 2.047 2.235
```
Forces are in eV/Å.

No. 3
Computed, not measured: a cluster of 2 separate species, C5H6O2 in total, with ωB97M-V with the def2-TZVPD basis set.

2S+1	1
structure (SMILES)	C#CCC.O=C=O
energy above the lowest of the compared OMol25 structures with the same formula, charge and spin	20.3	kcal per mole
energy	-344.5695	Ha
M	98.10	g/mol
lowest unoccupied orbital energy	0.0272	Ha
net charge	0

```
13
Properties=species:S:1:pos:R:3:forces:R:3
H -1.538 -0.985 -0.088 -0.034 0.147 -0.085
C 0.600 0.917 0.010 0.464 0.169 -0.194
H -2.782 0.284 -0.146 0.211 -0.060 0.000
H -1.581 0.157 -1.444 -0.008 0.014 0.190
C -0.810 1.000 0.416 -0.067 0.058 0.038
H -0.886 0.796 1.490 0.042 -0.013 -0.144
H 2.774 0.877 -0.655 -0.178 0.034 0.037
O 0.710 -2.141 0.722 0.812 0.065 -0.319
C 1.782 -2.004 0.281 -0.079 -0.098 0.066
C 1.751 0.911 -0.350 -0.532 -0.013 0.174
H -1.147 2.035 0.282 0.122 -0.113 -0.020
C -1.732 0.055 -0.365 -0.031 -0.080 -0.038
O 2.858 -1.901 -0.153 -0.722 -0.111 0.296
```
Forces are in eV/Å.

No. 4
Computed, not measured: the ion C6H10NO2S with charge +1, with ωB97M-V with the def2-TZVPD basis set.

2S+1	1
energy above the lowest of the compared OMol25 structures with the same formula, charge and spin	111.4	kcal per mole
energy	-837.6134	Ha
M	160.22	g/mol
lowest unoccupied orbital energy	-0.1608	Ha
net charge	+1

```
20
Properties=species:S:1:pos:R:3:forces:R:3
C 1.958 -1.737 1.028 -1.019 -0.382 1.053
C 0.742 -1.096 0.955 3.526 -2.826 0.427
S 0.922 2.663 -0.272 0.442 -1.319 1.640
C -1.098 0.613 -0.736 2.177 0.360 -0.875
C -0.378 1.579 -0.034 -0.303 0.328 -0.662
H 2.699 -1.645 1.872 -0.913 0.566 -1.040
H 2.174 -2.657 0.430 -0.312 1.146 0.113
H -2.869 -0.167 -1.226 -1.222 -2.522 -0.945
O 1.651 2.875 1.095 1.245 0.909 -2.640
H -0.072 -2.671 -0.466 0.441 2.484 0.897
H 0.491 -0.386 1.708 -0.275 0.594 0.214
N -2.367 0.614 -1.007 -0.853 4.784 0.824
C -0.328 -0.562 -1.214 -0.337 -1.745 0.475
H -2.905 1.509 -0.988 0.578 -1.273 0.352
H -0.817 -1.085 -2.076 0.368 0.896 0.585
H -1.240 -1.772 0.471 0.954 0.805 -0.669
H 0.697 -0.281 -1.441 -0.099 -0.035 -0.324
O -0.592 3.038 -0.091 -1.530 0.635 0.309
C -0.236 -1.569 -0.036 -1.765 -2.665 -0.717
H 1.568 2.735 2.027 -1.100 -0.743 0.980
```
Forces are in eV/Å.

Q: What is the energy in the second record?
A: -715.1319 Ha